# 1
C2H7N3 | ωB97M-V/def2-TZVPD

Largest force on an atom = 1.9 eV Å⁻¹
Total energy = -6653.230 eV
Orbital gap (spin up / spin down) = 8.2 / 8.1 eV
HOMO energy (spin up / spin down) = -7.142 / -7.059 eV

The geometry in XYZ format:
```
12
Properties=species:S:1:pos:R:3:forces:R:3
C -0.913 -0.165 0.710 0.8 0.2 0.8
C -0.520 1.091 1.398 0.0 -0.1 0.0
N 1.498 -0.934 -1.739 0.0 -0.3 0.0
N 0.939 -0.155 -0.704 0.0 -0.1 0.2
N -0.062 -0.759 -0.189 -1.6 0.7 -0.6
H 2.159 -0.355 -2.240 -0.2 0.1 0.1
H 0.789 -1.281 -2.386 0.1 0.1 0.1
H -1.621 -0.854 1.148 -0.1 0.0 -0.2
H -1.078 -0.834 -0.706 1.0 -0.6 -0.2
H -1.234 1.354 2.179 0.0 0.0 -0.1
H 0.473 0.978 1.848 0.0 0.0 0.0
H -0.430 1.912 0.680 0.0 0.0 0.0
```
Positions in Å, forces in eV/Å.


# 2
C21H26FN3OS | ωB97M-V/def2-TZVPD

Largest force on an atom = 0.8 eV Å⁻¹
SMILES string = Cc1cccc(NC(=S)N(CCN2CCOCC2)Cc2ccccc2F)c1
Total energy = -42269.632 eV
Orbital gap = 8.4 eV
HOMO energy = -7.769 eV

The geometry in XYZ format:
```
53
Properties=species:S:1:pos:R:3:forces:R:3
C 2.515 -4.151 2.945 0.0 0.0 0.0
C 2.804 -3.168 1.850 0.1 0.0 0.0
C 4.092 -3.047 1.338 0.0 0.0 0.0
C 4.357 -2.140 0.330 0.0 0.0 0.1
C 3.353 -1.346 -0.194 0.0 0.1 0.0
C 2.057 -1.470 0.292 0.5 -0.2 0.0
N 0.993 -0.683 -0.146 -0.4 0.4 0.1
C 0.797 -0.117 -1.364 0.0 -0.1 -0.1
S 1.682 -0.505 -2.711 0.4 -0.3 -0.6
N -0.231 0.772 -1.425 0.1 -0.2 0.3
C -0.857 1.335 -0.247 -0.4 0.0 0.2
C -2.041 0.499 0.275 0.2 0.3 -0.1
N -1.567 -0.606 1.103 -0.1 -0.1 0.0
C -1.513 -0.294 2.529 -0.2 0.0 0.2
C -2.893 -0.358 3.195 0.3 0.2 0.0
O -3.509 -1.609 2.979 0.0 -0.1 0.1
C -3.640 -1.879 1.599 0.2 -0.1 -0.3
C -2.270 -1.870 0.914 -0.3 -0.1 0.1
C -0.715 1.273 -2.698 -0.1 0.0 -0.3
C -0.268 2.689 -2.950 -0.3 0.1 0.1
C 1.055 2.975 -3.265 0.0 0.1 0.0
C 1.470 4.278 -3.477 0.1 0.0 0.0
C 0.566 5.324 -3.379 0.0 0.0 0.0
C -0.756 5.068 -3.065 -0.2 0.0 0.0
C -1.148 3.759 -2.853 0.2 0.0 -0.1
F -2.447 3.521 -2.534 0.1 0.0 0.0
C 1.801 -2.375 1.323 0.0 0.1 -0.2
H 1.510 -4.017 3.339 -0.1 0.0 0.1
H 3.229 -4.036 3.759 0.0 0.0 0.1
H 2.603 -5.169 2.567 0.0 -0.1 0.0
H 4.884 -3.663 1.737 0.1 -0.1 0.1
H 5.361 -2.043 -0.056 0.1 0.0 0.0
H 3.576 -0.638 -0.974 0.0 0.0 0.0
H 0.164 -0.711 0.458 0.0 0.0 0.0
H -1.222 2.328 -0.516 0.1 0.0 0.0
H -0.110 1.456 0.543 -0.1 0.0 0.0
H -2.585 0.099 -0.582 0.0 0.0 0.0
H -2.722 1.162 0.823 -0.1 -0.1 0.0
H -1.076 0.697 2.665 0.1 0.0 0.0
H -0.859 -1.032 3.003 0.0 0.1 0.1
H -2.801 -0.246 4.276 0.0 0.1 -0.1
H -3.540 0.445 2.809 0.0 -0.1 0.1
H -4.105 -2.863 1.525 0.0 0.1 -0.1
H -4.301 -1.131 1.132 0.0 -0.1 0.0
H -2.372 -2.070 -0.154 0.0 0.0 0.0
H -1.654 -2.658 1.357 -0.1 0.0 -0.1
H -1.807 1.215 -2.704 0.1 0.0 0.0
H -0.313 0.621 -3.478 -0.2 0.1 0.2
H 1.754 2.157 -3.347 0.1 -0.1 0.0
H 2.501 4.478 -3.723 0.1 0.0 0.0
H 0.888 6.340 -3.549 0.0 0.1 0.0
H -1.483 5.860 -2.983 -0.1 0.1 0.0
H 0.794 -2.457 1.709 -0.1 0.0 0.1
```
Positions in Å, forces in eV/Å.


# 3
C7H12ClOP | ωB97M-V/def2-TZVPD

Largest force on an atom = 7.9 eV Å⁻¹
SMILES string = COC1=P(Cl)=C1C(C)(C)C
Total energy = -31308.603 eV
Orbital gap = 8.8 eV
HOMO energy = -8.242 eV

The geometry in XYZ format:
```
22
Properties=species:S:1:pos:R:3:forces:R:3
C -0.660 2.834 0.673 -2.1 2.2 2.3
O -1.855 2.235 0.214 -1.2 -0.4 0.3
C -1.773 0.997 -0.187 4.7 -4.6 -3.5
P -2.488 -0.386 -1.107 0.9 0.8 0.2
Cl -3.067 -1.672 0.463 -1.0 -0.3 0.6
C -0.753 -0.091 -0.709 -5.4 5.0 2.8
C 0.498 -0.804 -0.326 0.1 0.4 -0.1
C 0.927 -0.437 1.099 -2.7 -2.5 0.7
C 1.621 -0.210 -1.180 0.5 -3.0 1.7
C 0.104 -2.291 -0.465 -0.3 -1.0 0.6
H -0.477 2.623 1.702 0.2 -1.2 0.9
H -0.855 3.931 0.841 0.4 -0.9 -1.5
H 0.092 2.475 0.087 2.4 -0.1 -1.7
H 1.701 -1.077 1.454 0.7 -0.8 0.1
H 1.307 0.499 1.106 1.1 3.2 0.1
H 0.097 -0.483 1.842 0.4 -0.1 -0.6
H 1.584 0.800 -1.130 -0.2 3.2 0.0
H 1.584 -0.530 -2.150 -0.2 -0.7 -2.7
H 2.586 -0.502 -0.791 0.4 -0.3 0.2
H 0.968 -3.024 -0.168 -1.7 1.3 -0.6
H -0.313 -2.513 -1.507 0.9 0.2 1.3
H -0.827 -2.376 0.237 2.1 -0.5 -1.1
```
Positions in Å, forces in eV/Å.


# 4
C19H34BiN3O5P2 | ωB97M-V/def2-TZVPD

Largest force on an atom = 2.8 eV Å⁻¹
Net charge = +2
Total energy = -59363.588 eV
Orbital gap (spin up / spin down) = 5.4 / 5.4 eV
HOMO energy (spin up / spin down) = -15.235 / -15.235 eV

The geometry in XYZ format:
```
64
Properties=species:S:1:pos:R:3:forces:R:3
Bi 0.290 -1.710 -0.277 -0.9 -0.6 0.2
P -2.111 -0.616 -1.226 -1.0 1.1 -0.8
C -1.964 0.030 -2.947 -0.3 -0.6 0.0
C -0.573 0.413 -3.393 0.0 1.1 0.0
N 0.483 0.217 -2.583 -0.1 -0.6 -0.3
C 1.691 0.624 -3.001 -0.2 0.3 -1.0
C 1.834 1.356 -4.189 0.2 0.0 0.5
C 0.729 1.639 -4.992 0.3 -0.5 0.2
C -0.496 1.123 -4.597 0.3 -0.3 0.1
C 2.944 0.312 -2.176 -1.2 1.0 0.2
P 2.822 -1.187 -1.179 1.9 -0.6 -0.7
H -1.381 1.221 -5.220 0.1 0.1 0.2
H 2.826 1.720 -4.438 -0.2 -0.1 -0.2
H 0.846 2.169 -5.938 -0.1 0.0 0.4
H 3.816 0.249 -2.847 -0.2 -0.1 0.4
H 3.075 1.157 -1.481 0.2 -0.2 -0.1
H -2.440 -0.662 -3.644 0.3 -0.4 0.0
H -2.667 0.889 -2.990 0.8 -0.3 0.1
H -1.343 -3.517 -3.789 -0.3 -0.7 -0.5
O -1.782 -3.948 -4.556 0.9 1.4 0.5
H -1.388 -3.424 -5.281 -0.4 -0.6 0.1
H -0.913 -3.052 0.363 1.1 1.0 0.2
O 0.752 -3.272 -1.730 -0.9 0.6 1.3
H 0.414 -4.064 -1.263 0.2 0.2 -0.6
C 3.383 -2.512 -2.313 -1.0 -0.8 0.0
H 4.353 -2.330 -2.800 -0.2 0.4 0.5
H 3.402 -3.465 -1.771 0.2 0.3 0.0
H 2.608 -2.679 -3.067 0.2 0.2 0.0
C 4.130 -1.092 0.080 -0.5 0.4 1.0
H 3.901 -1.773 0.912 0.2 -0.2 -0.4
H 5.136 -1.278 -0.330 -0.5 -0.1 -0.1
H 4.117 -0.103 0.548 0.0 0.1 -0.2
C -2.835 0.925 -0.561 0.5 0.2 1.3
H -3.599 1.314 -1.264 0.4 -0.4 0.5
H -3.261 0.774 0.439 -0.1 0.0 -0.3
H -2.019 1.649 -0.403 -0.3 -0.1 -0.3
C -3.477 -1.840 -1.203 0.7 -0.5 0.2
H -3.695 -2.110 -0.155 0.0 0.2 -0.4
H -4.381 -1.432 -1.689 0.5 -0.1 0.2
H -3.131 -2.755 -1.713 -0.3 0.3 0.0
C -1.698 0.725 5.488 0.1 0.1 0.2
C -1.435 0.620 3.996 0.0 -0.3 -0.4
C -0.195 1.416 3.491 0.5 0.2 0.1
C -0.300 2.925 3.773 0.3 0.2 -0.1
C -1.583 3.585 3.297 -0.2 0.0 -0.2
C 1.087 0.882 4.157 0.3 0.9 1.1
O 1.687 1.398 5.079 -1.0 -0.8 -1.3
N 1.539 -0.326 3.623 0.1 -1.2 -0.9
C 1.147 -0.897 2.421 0.3 0.4 1.5
O 1.598 -2.015 2.072 -0.8 1.1 -0.9
N 0.299 -0.161 1.656 0.5 -2.0 -1.4
C -0.045 1.133 1.982 -0.6 2.4 -1.3
O -0.242 1.984 1.104 0.2 -1.9 1.4
H -0.831 0.390 6.066 -0.1 0.0 0.0
H -2.554 0.092 5.748 0.2 0.2 0.0
H -1.918 1.753 5.795 0.0 -0.2 -0.1
H -1.307 -0.438 3.720 -0.1 0.2 0.1
H -2.305 0.990 3.435 0.2 -0.1 0.1
H -0.171 3.097 4.848 0.1 -0.2 -0.2
H 0.547 3.415 3.273 -0.1 -0.1 0.2
H -2.470 3.186 3.803 0.1 0.1 -0.1
H -1.530 4.660 3.501 -0.1 -0.2 0.0
H -1.685 3.449 2.215 -0.2 0.1 0.3
H 2.267 -0.819 4.123 0.0 0.1 0.1
```
Positions in Å, forces in eV/Å.


# 5
C6H7Cl2N | ωB97M-V/def2-TZVPD

Multiplicity = 3
Largest force on an atom = 6.0 eV Å⁻¹
Total energy = -32864.737 eV
Orbital gap (spin up / spin down) = 6.4 / 7.2 eV
HOMO energy (spin up / spin down) = -5.613 / -9.492 eV

The geometry in XYZ format:
```
16
Properties=species:S:1:pos:R:3:forces:R:3
C 0.538 1.523 -0.601 -3.1 0.7 -1.4
C -0.791 1.054 -0.252 -0.4 2.6 -1.6
C 1.661 0.881 -0.228 4.4 -2.5 3.2
C 2.577 -1.079 0.854 3.2 -2.8 -0.6
C -1.225 -0.216 -0.202 0.6 0.1 0.3
C -2.622 -0.665 0.079 0.8 -2.0 1.8
N 1.807 -0.079 0.701 -1.8 3.2 -2.8
Cl -0.086 -1.609 -0.370 -2.1 0.8 -0.2
Cl -4.023 0.372 -0.102 0.1 0.7 -0.2
H 0.717 2.274 -1.414 -0.7 -0.3 1.3
H -1.563 1.915 -0.330 0.9 -1.9 0.3
H 2.611 1.320 -0.525 0.2 0.0 -0.4
H 2.467 -1.641 1.768 0.4 0.0 0.2
H 3.280 -1.565 0.015 -1.8 1.3 1.7
H -2.601 -0.971 1.218 -0.3 0.1 -2.3
H -2.747 -1.514 -0.614 -0.4 0.1 0.8
```
Positions in Å, forces in eV/Å.


# 6
C43H44FI2InN5O11 | ωB97M-V/def2-TZVPD

Largest force on an atom = 3.6 eV Å⁻¹
Net charge = -1
Total energy = -99356.685 eV
Orbital gap = 5.4 eV
HOMO energy = -4.651 eV

The geometry in XYZ format:
```
107
Properties=species:S:1:pos:R:3:forces:R:3
C 3.670 2.360 1.700 0.7 0.5 -0.2
C 4.986 1.927 0.972 0.2 0.0 0.5
C 6.194 1.793 1.790 0.3 -0.6 -3.6
C 7.424 1.430 1.084 -1.0 0.1 -0.2
C 7.467 1.191 -0.351 -2.4 0.7 0.7
C 6.231 1.338 -1.131 0.4 0.3 2.3
C 4.958 1.716 -0.471 2.1 -0.3 -0.3
C 3.724 1.884 -1.389 1.0 1.2 0.7
In 2.301 0.142 -1.428 0.3 0.0 -0.2
O 2.199 -0.477 -3.449 0.5 -0.2 0.6
C 2.965 -1.655 -0.258 0.2 -0.3 0.9
C 3.842 -1.362 1.006 0.3 -1.9 -0.5
F 3.109 -0.736 2.065 0.6 -0.1 -1.0
C 0.239 0.925 -0.928 -0.8 -1.2 -0.3
I 0.220 2.972 -0.125 -0.2 -0.4 -0.4
C -0.592 0.057 0.087 -0.4 2.2 1.1
C -0.084 0.172 1.598 -0.7 0.2 -0.2
I -0.878 -2.011 -0.552 0.3 0.6 0.0
H 3.626 3.491 1.713 0.0 -1.0 -0.1
H 2.758 2.026 1.152 0.8 0.1 0.6
H 3.664 2.043 2.779 -0.1 0.1 -1.2
H 6.186 1.975 2.884 -0.1 -0.2 -0.9
H 8.374 1.337 1.664 -0.9 0.1 -0.5
H 8.429 0.937 -0.853 -0.9 0.2 0.5
H 6.254 1.190 -2.240 -0.1 0.1 1.2
H 3.197 2.836 -1.081 0.3 -1.0 -0.2
H 4.117 2.102 -2.424 -0.5 -0.5 0.9
H 2.990 -1.037 -3.553 -0.5 0.3 -0.1
H 3.592 -2.310 -0.934 -0.4 0.8 0.6
H 2.125 -2.327 0.089 0.7 0.7 -0.4
H 4.159 -2.363 1.426 -0.3 1.0 -0.1
H 4.792 -0.828 0.756 -1.0 0.2 0.5
H -0.358 0.974 -1.884 0.6 0.2 0.9
H -1.631 0.499 0.109 0.8 -1.0 -0.2
H 0.933 0.631 1.647 -0.7 -0.8 0.0
H -0.177 -0.793 2.156 0.4 0.7 -0.6
H -0.771 0.896 2.125 0.7 -0.7 -0.6
C 0.727 -6.806 -1.285 0.0 0.0 0.0
C 0.936 -5.435 -1.218 0.0 -0.2 -0.1
C 2.084 -4.878 -1.765 0.0 0.2 0.0
C 3.012 -5.708 -2.381 -0.6 -0.2 0.3
C 2.816 -7.081 -2.446 0.1 -0.2 -0.1
C 1.668 -7.629 -1.894 0.0 0.2 0.0
N 4.216 -5.124 -2.984 0.3 0.2 -0.1
O 4.369 -3.922 -2.895 0.0 -0.3 0.0
O 4.993 -5.881 -3.545 -0.2 0.1 0.1
H -0.173 -7.237 -0.862 0.1 0.0 0.0
H 0.200 -4.798 -0.741 0.2 0.0 0.0
H 2.236 -3.808 -1.708 0.1 -0.1 -0.1
H 3.541 -7.729 -2.921 0.1 0.2 0.0
H 1.502 -8.699 -1.942 0.1 0.1 0.0
C 1.777 8.929 3.959 0.0 0.0 0.0
C 0.739 8.187 3.409 0.2 0.0 0.1
C 0.820 6.802 3.368 -0.2 0.0 -0.1
C 1.944 6.172 3.885 0.0 0.6 0.0
C 2.988 6.905 4.430 0.2 0.0 0.1
C 2.902 8.289 4.465 -0.2 0.0 -0.1
N 2.022 4.707 3.865 0.0 -0.5 -0.1
O 1.095 4.101 3.363 0.2 0.2 0.2
O 3.007 4.186 4.357 -0.2 0.2 0.0
H 1.708 10.010 3.995 0.0 -0.1 0.0
H -0.136 8.689 3.014 0.0 -0.1 0.0
H 0.007 6.232 2.937 0.2 -0.1 0.1
H 3.867 6.415 4.829 -0.2 -0.2 -0.1
H 3.710 8.871 4.891 0.0 -0.1 0.0
C -4.422 -0.215 -1.839 0.0 0.0 0.0
C -5.600 0.520 -1.785 0.1 -0.2 0.0
C -6.809 -0.120 -1.556 -0.1 0.2 0.0
C -6.826 -1.497 -1.378 0.5 0.2 -0.1
C -5.655 -2.241 -1.437 0.1 -0.1 0.0
C -4.449 -1.593 -1.670 -0.2 0.0 -0.1
N -8.099 -2.173 -1.112 -0.2 -0.1 0.0
O -9.111 -1.491 -1.086 0.2 -0.2 0.0
O -8.077 -3.377 -0.928 -0.1 0.2 0.0
H -3.477 0.289 -2.013 0.0 -0.1 0.0
H -5.575 1.595 -1.919 0.0 -0.1 0.0
H -7.721 0.461 -1.516 0.0 -0.2 0.1
H -5.665 -3.315 -1.304 -0.2 0.1 0.0
H -3.528 -2.161 -1.715 -0.2 0.1 0.0
C 1.602 -3.137 6.878 0.0 0.0 0.0
C 0.578 -3.397 5.976 0.2 0.0 0.0
C 0.878 -3.807 4.684 -0.2 0.0 -0.1
C 2.205 -3.957 4.310 -0.1 0.2 0.6
C 3.235 -3.692 5.201 0.2 0.0 0.0
C 2.929 -3.280 6.490 -0.2 0.0 -0.1
N 2.524 -4.414 2.954 0.1 0.0 -0.4
O 1.596 -4.617 2.193 0.1 0.0 0.2
O 3.698 -4.565 2.668 -0.2 0.0 0.1
H 1.366 -2.822 7.888 0.0 0.0 -0.1
H -0.455 -3.283 6.281 0.1 0.0 -0.1
H 0.073 -4.007 3.988 0.2 0.0 -0.1
H 4.271 -3.804 4.909 -0.1 0.0 -0.2
H 3.725 -3.073 7.195 0.0 0.0 -0.1
C -10.535 2.691 -5.715 0.0 0.0 0.0
C -10.066 1.577 -5.030 0.0 0.1 -0.1
C -8.737 1.195 -5.151 0.0 -0.2 0.1
C -7.888 1.940 -5.958 -0.6 0.2 0.1
C -8.348 3.049 -6.652 0.0 0.2 -0.1
C -9.679 3.423 -6.529 0.0 -0.2 0.1
N -6.476 1.552 -6.068 0.4 -0.1 0.0
O -6.116 0.563 -5.458 -0.1 0.2 -0.1
O -5.749 2.245 -6.757 -0.2 -0.1 0.1
H -11.572 2.990 -5.615 0.1 0.0 0.0
H -10.736 1.007 -4.398 0.1 0.0 0.0
H -8.381 0.326 -4.613 0.2 0.1 -0.1
H -7.688 3.628 -7.285 0.1 -0.2 0.1
H -10.049 4.290 -7.064 0.1 0.0 0.0
```
Positions in Å, forces in eV/Å.